No. 1
{"formula": "C62H52GeN4O6PRbSe", "method": "ωB97M-V/def2-TZVPD", "species": ["Rb", "C", "C", "C", "C", "C", "C", "C", "P", "C", "C", "C", "C", "C", "C", "C", "C", "C", "C", "C", "C", "C", "C", "H", "H", "H", "H", "H", "H", "H", "H", "H", "H", "H", "H", "H", "H", "H", "H", "H", "H", "H", "H", "Se", "N", "C", "C", "C", "C", "C", "C", "N", "H", "H", "H", "H", "O", "C", "O", "C", "C", "C", "C", "C", "C", "N", "O", "O", "H", "H", "H", "H", "O", "C", "O", "C", "C", "Ge", "C", "C", "C", "C", "C", "C", "C", "C", "C", "C", "C", "C", "C", "C", "C", "C", "C", "C", "H", "H", "H", "H", "H", "H", "H", "H", "H", "H", "H", "H", "H", "H", "H", "H", "H", "H", "H", "N", "C", "C", "C", "C", "C", "C", "C", "H", "H", "H", "H", "H"], "positions_angstrom": [[1.465, -0.900, -1.309], [-3.976, -0.503, -0.781], [-4.452, 0.601, -1.682], [-5.652, 1.252, -1.413], [-6.139, 2.251, -2.243], [-5.419, 2.607, -3.374], [-4.220, 1.967, -3.653], [-3.712, 0.970, -2.820], [-2.161, 0.029, -3.144], [-1.288, 1.091, -4.369], [-1.098, 2.428, -4.000], [-0.354, 3.305, -4.769], [0.247, 2.847, -5.932], [0.102, 1.517, -6.287], [-0.649, 0.619, -5.527], [-0.709, -0.822, -5.963], [-2.839, -1.427, -3.960], [-3.934, -1.341, -4.820], [-4.488, -2.443, -5.443], [-3.922, -3.707, -5.153], [-2.855, -3.842, -4.316], [-2.206, -2.710, -3.685], [-1.072, -2.859, -2.927], [-4.614, -0.597, 0.099], [-2.951, -0.315, -0.455], [-3.960, -1.459, -1.312], [-6.215, 0.965, -0.530], [-7.076, 2.744, -2.009], [-5.790, 3.377, -4.041], [-3.666, 2.243, -4.540], [-1.542, 2.786, -3.078], [-0.222, 4.333, -4.451], [0.847, 3.517, -6.536], [0.597, 1.146, -7.179], [0.005, -0.991, -6.772], [-1.705, -1.098, -6.310], [-0.463, -1.505, -5.145], [-4.369, -0.361, -5.003], [-5.345, -2.348, -6.099], [-4.349, -4.600, -5.605], [-2.444, -4.828, -4.118], [-0.634, -1.995, -2.451], [-0.652, -3.833, -2.704], [-0.605, 1.634, 0.012], [0.519, 0.576, 0.966], [0.387, 0.873, 2.222], [1.282, 0.250, 3.258], [0.620, 0.956, 5.196], [-0.550, 1.871, 5.022], [-1.047, 2.307, 3.866], [-0.626, 1.889, 2.525], [-1.236, 2.402, 1.498], [2.033, -0.359, 2.765], [0.888, 0.890, 6.250], [-1.032, 2.221, 5.930], [-1.893, 2.985, 3.870], [3.448, 1.135, -1.097], [2.896, 1.845, -1.978], [1.794, 1.675, -2.527], [3.698, 3.075, -2.430], [4.929, 3.364, -1.859], [5.667, 4.470, -2.268], [5.174, 5.304, -3.254], [3.934, 5.010, -3.805], [3.188, 3.911, -3.416], [3.406, 5.912, -4.839], [2.282, 5.737, -5.233], [4.129, 6.796, -5.249], [5.285, 2.706, -1.076], [6.626, 4.687, -1.814], [5.716, 6.172, -3.594], [2.225, 3.678, -3.853], [0.484, -2.447, 2.733], [0.110, -2.565, 1.523], [0.826, -2.890, 0.565], [-1.382, -2.312, 1.298], [-1.991, -1.345, 2.316], [-1.126, -1.488, 4.085], [0.558, -0.440, 4.463], [1.515, -1.387, 5.158], [2.775, -1.171, 5.555], [3.579, 0.035, 5.367], [3.159, 1.155, 4.778], [1.785, 1.361, 4.237], [-1.321, -3.284, 4.931], [-0.423, -4.342, 4.757], [-0.648, -5.584, 5.339], [-1.789, -5.811, 6.095], [-2.704, -4.784, 6.264], [-2.467, -3.539, 5.692], [-2.383, -0.470, 5.300], [-2.097, -0.396, 6.665], [-2.858, 0.378, 7.532], [-3.942, 1.100, 7.045], [-4.255, 1.030, 5.694], [-3.482, 0.252, 4.839], [-1.849, -3.298, 1.395], [-1.542, -2.010, 0.262], [-3.058, -1.546, 2.443], [-1.924, -0.312, 1.965], [1.129, -2.373, 5.377], [3.276, -1.998, 6.049], [4.602, -0.006, 5.726], [3.855, 1.981, 4.671], [1.685, 2.374, 3.847], [0.452, -4.188, 4.138], [0.070, -6.382, 5.187], [-1.966, -6.783, 6.542], [-3.608, -4.946, 6.840], [-3.196, -2.753, 5.844], [-1.251, -0.953, 7.064], [-2.606, 0.421, 8.586], [-4.538, 1.709, 7.715], [-5.099, 1.590, 5.305], [-3.730, 0.233, 3.782], [3.362, -1.994, -3.475], [4.446, -1.712, -3.216], [5.803, -1.347, -2.889], [6.872, -2.127, -3.325], [8.165, -1.755, -3.001], [8.389, -0.618, -2.236], [7.318, 0.148, -1.795], [6.016, -0.207, -2.115], [6.681, -3.013, -3.916], [9.000, -2.355, -3.341], [9.402, -0.332, -1.978], [7.492, 1.028, -1.188], [5.168, 0.384, -1.767]], "forces_ev_per_angstrom": [[0.00, -0.44, -0.22], [-0.01, -0.01, -0.02], [0.02, -0.02, 0.01], [0.00, 0.01, 0.03], [-0.02, 0.01, -0.02], [-0.01, 0.02, 0.01], [0.04, -0.03, 0.06], [-0.03, 0.06, -0.08], [0.05, 0.05, 0.09], [-0.01, 0.05, -0.03], [-0.04, -0.05, -0.05], [-0.03, 0.04, 0.01], [0.01, 0.00, 0.04], [0.02, 0.00, -0.03], [-0.04, -0.05, 0.00], [0.07, 0.01, -0.05], [-0.07, -0.06, 0.02], [0.00, 0.02, 0.07], [-0.03, -0.01, -0.05], [0.02, -0.01, 0.00], [-0.01, 0.01, -0.01], [-0.02, 0.07, 0.03], [-0.01, -0.04, -0.04], [0.00, 0.00, 0.00], [-0.01, -0.02, 0.04], [0.00, 0.01, 0.00], [0.01, 0.00, -0.01], [0.02, -0.01, -0.01], [0.01, -0.01, 0.01], [0.03, 0.03, -0.03], [-0.01, 0.00, 0.02], [-0.01, -0.02, -0.01], [0.01, 0.01, -0.01], [-0.01, 0.00, 0.01], [0.00, 0.02, 0.00], [0.03, -0.01, -0.01], [0.01, 0.02, -0.03], [0.00, -0.05, 0.00], [0.02, 0.00, 0.01], [0.00, 0.02, 0.01], [-0.01, 0.02, 0.00], [-0.05, -0.12, 0.03], [-0.04, 0.02, -0.02], [0.00, -0.07, 0.22], [-0.04, 0.45, 0.13], [-0.05, -0.07, 0.05], [-0.07, 0.05, 0.00], [-0.05, 0.03, -0.01], [0.00, 0.06, -0.04], [0.03, 0.03, 0.02], [0.11, -0.08, 0.10], [-0.09, 0.04, -0.11], [0.02, -0.01, -0.02], [0.02, -0.01, -0.01], [0.01, -0.02, -0.02], [0.02, -0.02, -0.01], [0.02, 0.00, -0.08], [0.02, 0.20, -0.04], [0.07, -0.01, 0.14], [-0.04, -0.01, 0.00], [0.01, 0.02, 0.02], [0.00, -0.04, 0.04], [-0.05, 0.04, -0.05], [0.08, -0.13, 0.14], [-0.03, 0.00, -0.01], [0.21, -0.17, 0.20], [-0.75, -0.23, -0.18], [0.48, 0.44, -0.12], [0.00, 0.02, -0.01], [-0.01, 0.00, 0.00], [0.01, 0.02, -0.01], [0.01, 0.02, -0.01], [0.10, -0.04, 0.15], [-0.02, 0.00, -0.13], [-0.04, 0.09, 0.21], [-0.06, -0.03, 0.04], [-0.05, -0.15, -0.10], [0.11, 0.17, -0.20], [0.06, -0.16, 0.03], [0.02, 0.06, -0.03], [0.01, 0.00, -0.02], [0.00, 0.00, 0.00], [0.00, -0.01, 0.00], [-0.04, -0.01, -0.03], [-0.07, 0.03, 0.02], [0.01, 0.06, -0.03], [0.05, 0.00, -0.02], [0.00, -0.01, 0.00], [-0.01, 0.02, 0.00], [0.03, -0.05, -0.03], [-0.06, -0.05, 0.01], [-0.02, 0.01, 0.01], [0.02, 0.00, 0.02], [0.00, 0.01, -0.01], [-0.01, 0.00, 0.00], [-0.02, -0.03, 0.00], [-0.03, 0.03, 0.01], [-0.01, 0.04, -0.01], [0.00, -0.01, 0.05], [-0.01, -0.02, 0.01], [-0.02, -0.04, 0.01], [0.01, 0.01, 0.00], [-0.01, 0.00, 0.00], [0.00, -0.01, 0.01], [0.01, 0.00, 0.00], [-0.01, 0.01, -0.02], [-0.02, 0.01, 0.00], [0.00, 0.01, -0.01], [0.01, 0.00, -0.01], [0.00, 0.01, 0.00], [-0.02, 0.01, -0.01], [-0.01, 0.00, -0.02], [0.01, -0.01, -0.01], [0.02, -0.01, 0.00], [0.00, 0.01, 0.04], [0.17, -0.01, 0.01], [0.04, -0.04, -0.07], [-0.09, 0.15, 0.14], [-0.06, -0.06, -0.10], [0.01, -0.01, 0.01], [0.00, 0.01, 0.03], [0.03, -0.02, 0.01], [0.04, 0.03, -0.04], [0.00, 0.01, 0.01], [-0.01, 0.00, 0.00], [-0.02, 0.00, -0.01], [0.01, 0.00, -0.02], [0.04, -0.11, 0.01]], "charge": -2, "homo_ev": -0.69, "e_tot_ev": -215188.99375, "homo_lumo_gap_ev": 3.92, "max_force_ev_per_a": 0.81, "de_lowest_kj_mol": 146.7}



No. 2
{"formula": "C38H40BF3O5PbSb", "method": "ωB97M-V/def2-TZVPD", "species": ["Pb", "O", "C", "C", "O", "O", "C", "C", "C", "C", "C", "C", "C", "C", "C", "C", "C", "C", "H", "H", "H", "H", "H", "H", "H", "H", "H", "H", "H", "F", "C", "F", "F", "C", "C", "C", "C", "C", "C", "C", "C", "H", "H", "H", "H", "C", "C", "C", "Sb", "C", "C", "C", "C", "C", "C", "H", "H", "H", "H", "H", "H", "H", "H", "H", "H", "H", "H", "H", "H", "H", "H", "H", "H", "H", "H", "H", "O", "B", "O", "C", "C", "C", "C", "C", "C", "H", "H", "H", "H"], "positions_angstrom": [[0.400, 0.074, -1.619], [-0.849, 1.679, -0.275], [-2.222, 1.347, 0.085], [-2.383, -0.181, -0.108], [-3.252, -0.782, 0.475], [-1.558, -0.725, -0.969], [-2.464, 1.737, 1.535], [-1.427, 1.747, 2.464], [-1.664, 2.090, 3.789], [-2.948, 2.407, 4.201], [-3.989, 2.378, 3.285], [-3.750, 2.049, 1.961], [-3.114, 2.099, -0.889], [-3.059, 3.492, -0.883], [-3.819, 4.230, -1.771], [-4.652, 3.580, -2.676], [-4.716, 2.198, -2.683], [-3.948, 1.456, -1.791], [-0.431, 2.147, 0.460], [-0.414, 1.467, 2.190], [-0.846, 2.095, 4.497], [-3.138, 2.671, 5.233], [-4.996, 2.618, 3.601], [-4.568, 2.029, 1.254], [-2.420, 4.002, -0.170], [-3.773, 5.311, -1.755], [-5.255, 4.155, -3.367], [-5.368, 1.687, -3.379], [-4.022, 0.376, -1.803], [-2.108, 7.523, 0.560], [-0.842, 7.631, 1.004], [-0.891, 7.982, 2.293], [-0.267, 8.635, 0.324], [-0.092, 6.339, 0.792], [0.434, 5.639, 1.864], [1.103, 4.447, 1.639], [1.240, 3.968, 0.334], [0.713, 4.687, -0.745], [0.044, 5.870, -0.511], [1.882, 2.710, 0.118], [2.338, 1.588, -0.005], [0.315, 6.016, 2.870], [1.505, 3.877, 2.465], [0.812, 4.302, -1.750], [-0.379, 6.430, -1.335], [3.166, -3.496, 1.144], [2.298, -3.959, -0.021], [3.079, -4.009, -1.332], [0.605, -2.665, -0.259], [-0.498, -2.779, 1.575], [-0.456, -4.172, 2.191], [-0.028, -1.706, 2.549], [-0.657, -3.743, -1.632], [-0.441, -5.251, -1.575], [-0.502, -3.216, -3.055], [4.069, -4.108, 1.212], [2.646, -3.565, 2.100], [3.492, -2.462, 1.016], [1.885, -4.947, 0.197], [3.422, -3.015, -1.627], [2.486, -4.416, -2.152], [3.966, -4.638, -1.221], [-1.515, -2.545, 1.252], [0.558, -4.477, 2.453], [-0.881, -4.931, 1.535], [-1.044, -4.177, 3.113], [0.988, -1.896, 2.904], [-0.686, -1.676, 3.421], [-0.047, -0.712, 2.099], [-1.657, -3.493, -1.271], [0.542, -5.534, -1.953], [-1.183, -5.752, -2.202], [-0.542, -5.656, -0.568], [0.514, -3.352, -3.434], [-0.766, -2.157, -3.135], [-1.175, -3.749, -3.732], [4.275, 0.345, 1.122], [3.514, 0.609, 0.009], [3.953, -0.058, -1.118], [5.088, -0.734, -0.689], [5.935, -1.534, -1.419], [6.995, -2.104, -0.717], [7.181, -1.867, 0.642], [6.320, -1.044, 1.365], [5.277, -0.492, 0.659], [5.784, -1.710, -2.475], [7.692, -2.742, -1.243], [8.019, -2.325, 1.148], [6.458, -0.850, 2.419]], "forces_ev_per_angstrom": [[-0.14, 0.05, -0.07], [0.11, -0.17, 0.05], [0.01, 0.02, 0.02], [-0.02, -0.03, -0.09], [0.02, 0.03, 0.01], [-0.03, 0.03, 0.02], [0.03, -0.05, 0.01], [0.00, 0.02, -0.01], [-0.02, 0.00, 0.01], [0.02, 0.00, 0.01], [-0.02, 0.01, -0.01], [-0.01, -0.02, -0.01], [-0.02, 0.04, -0.01], [0.04, -0.01, 0.00], [-0.01, 0.01, -0.01], [0.00, 0.00, 0.01], [-0.01, 0.01, 0.00], [0.00, -0.02, -0.01], [-0.05, 0.11, -0.01], [0.00, 0.00, -0.01], [0.01, 0.00, 0.01], [0.00, 0.00, 0.01], [0.00, 0.00, 0.00], [-0.01, 0.00, -0.01], [0.00, 0.00, 0.01], [0.00, 0.00, 0.01], [0.00, 0.00, -0.01], [0.00, 0.00, 0.00], [0.00, -0.01, 0.02], [0.01, 0.00, 0.00], [0.03, 0.00, 0.01], [-0.01, 0.00, -0.02], [-0.03, -0.01, 0.01], [-0.02, 0.03, -0.01], [0.01, -0.03, 0.03], [-0.09, 0.00, -0.03], [0.02, -0.02, -0.08], [-0.02, -0.02, 0.02], [0.00, 0.00, -0.01], [-0.18, -0.22, 0.04], [0.44, 0.28, 0.18], [0.01, 0.01, 0.00], [0.03, 0.01, 0.00], [0.03, 0.01, -0.01], [0.01, 0.01, 0.00], [0.00, 0.00, 0.02], [0.10, -0.04, 0.01], [-0.01, 0.00, -0.01], [0.05, 0.05, -0.05], [-0.05, 0.03, 0.05], [-0.05, -0.01, -0.01], [0.02, 0.00, 0.02], [-0.07, -0.05, -0.03], [-0.02, -0.01, 0.01], [0.03, 0.06, -0.02], [-0.01, -0.02, -0.01], [-0.01, 0.00, 0.01], [0.03, 0.04, -0.02], [-0.01, 0.00, 0.00], [0.02, 0.03, 0.01], [0.00, 0.00, 0.00], [0.00, -0.01, 0.01], [-0.02, -0.01, 0.00], [0.02, 0.00, 0.00], [0.01, 0.01, -0.01], [0.00, 0.00, 0.01], [0.00, 0.01, 0.00], [0.00, -0.02, 0.01], [0.01, 0.02, -0.03], [0.01, 0.00, 0.02], [0.02, 0.00, 0.00], [0.00, 0.00, -0.01], [-0.01, 0.01, 0.01], [0.01, 0.00, 0.00], [-0.02, -0.02, 0.02], [0.01, -0.02, 0.01], [0.03, -0.01, -0.06], [-0.18, -0.02, -0.10], [0.03, -0.03, 0.04], [-0.03, -0.01, -0.06], [0.00, -0.03, 0.05], [-0.01, 0.00, -0.01], [0.00, 0.01, 0.00], [-0.01, -0.04, -0.02], [0.00, -0.01, 0.05], [0.00, 0.01, -0.01], [0.00, 0.00, 0.00], [0.01, 0.00, 0.00], [0.00, 0.01, 0.01]], "charge": 1, "homo_ev": -11.34, "e_tot_ev": -70903.72226, "homo_lumo_gap_ev": 7.48, "max_force_ev_per_a": 0.55, "de_lowest_kj_mol": 0.0}